{
  "formula": "C42H49F5N8O5PtSbSiTe",
  "method": "ωB97M-V/def2-TZVPD",
  "e_tot_ha": -3860.0437,
  "gap_ha": [0.1366, 0.1394],
  "lumo_energy_ev": [-6.054, -6.029],
  "total_charge": 1,
  "elements": ["Pt", "Te", "Sb", "Si", "F", "F", "F", "F", "F", "O", "O", "O", "O", "O", "N", "N", "N", "N", "N", "N", "N", "N", "C", "C", "C", "C", "C", "C", "C", "C", "C", "C", "C", "C", "C", "C", "C", "C", "C", "C", "C", "C", "C", "C", "C", "C", "C", "C", "C", "C", "C", "C", "C", "C", "C", "C", "C", "C", "C", "C", "C", "C", "C", "C", "H", "H", "H", "H", "H", "H", "H", "H", "H", "H", "H", "H", "H", "H", "H", "H", "H", "H", "H", "H", "H", "H", "H", "H", "H", "H", "H", "H", "H", "H", "H", "H", "H", "H", "H", "H", "H", "H", "H", "H", "H", "H", "H", "H", "H", "H", "H", "H", "H"],
  "xyz": [[-0.449238, -0.725765, 0.826464], [-1.002930, 1.121459, -1.847519], [1.970444, 3.396712, -0.462739], [-1.120452, -2.738571, 2.947907], [0.006560, 1.973542, 0.125938], [-1.270305, 2.852135, -3.016291], [-0.600363, 0.425493, -3.558722], [0.922626, 1.714453, -2.158619], [-2.862681, 0.583458, -2.490371], [3.902408, 1.758871, -4.147684], [1.358149, -1.484615, 0.425939], [3.648802, 1.903983, -2.026075], [-0.603945, -0.551079, -1.162502], [0.417302, -3.171315, -0.699533], [2.665852, 0.731936, 2.525128], [4.098692, -0.289273, 1.282820], [-0.476517, -1.065861, 2.756497], [3.574181, 1.274912, -3.089735], [3.844294, 0.883526, 0.722073], [-2.130714, 0.249970, 0.993164], [2.990967, 1.482794, 1.468778], [-3.896189, 1.679929, 0.120458], [-5.203809, 1.035024, 0.224089], [-2.852503, 0.967145, 0.397205], [0.039655, 2.247289, 4.214304], [0.075733, 5.041698, -2.241953], [-2.631192, -2.803447, 1.809722], [5.379407, 6.189595, -0.678225], [-0.542647, 6.754372, 2.185217], [-0.298604, -0.109097, 3.675898], [0.661147, 7.054826, 1.565314], [-0.413762, 5.604732, -3.411215], [3.353054, -0.374942, 2.394940], [3.857679, 4.443249, -0.132582], [-3.833278, 2.976243, -0.545274], [1.546957, 4.878164, -4.602871], [3.018603, -0.809193, -4.244821], [1.303919, 4.406468, -2.276834], [-1.782912, -3.180040, 4.666673], [1.872957, -2.547814, -3.047515], [4.350086, 5.337975, -1.061132], [2.556976, -0.567806, -1.883702], [0.268277, -3.916984, 2.468489], [-1.036946, 5.460153, 2.129551], [5.901425, 6.125301, 0.605911], [2.423827, -2.055421, -4.220053], [2.048132, 4.313503, -3.439769], [3.072056, -0.071972, -3.068810], [1.177579, -2.225071, -0.659970], [1.367512, 6.067690, 0.894000], [-0.322086, -0.382440, 5.074111], [6.361491, -1.349622, 1.268485], [4.383030, 4.342538, 1.144063], [5.410141, 5.198619, 1.514701], [-0.218261, 0.629841, 5.988814], [0.313024, 5.512874, -4.586916], [7.043231, 0.016549, 1.245606], [1.949453, -1.807134, -1.871563], [4.957894, -1.269453, 0.651956], [-0.042478, 1.955077, 5.570983], [-0.343134, 4.471730, 1.442661], [0.862886, 4.772813, 0.829044], [-0.080861, 1.244595, 3.280942], [6.327074, -1.924539, 2.682378], [-0.508178, 5.097537, -1.333973], [-3.310456, -1.971884, 2.000828], [-0.024018, 1.474522, 2.225695], [6.922763, -2.035735, 0.628636], [3.323229, -1.210978, 3.068807], [1.244779, -3.551845, 2.790550], [3.981416, 3.625898, 1.847924], [1.341262, -3.489271, -3.033735], [-0.993747, -3.429593, 5.377026], [0.103991, -4.895681, 2.920496], [7.340072, -2.067814, 3.055195], [5.817220, -1.247489, 3.370908], [5.822151, -2.891737, 2.703021], [0.292871, -4.042497, 1.386698], [-4.168160, 2.890682, -1.579141], [-5.901538, 1.741480, 0.672440], [-2.811208, 3.344585, -0.551692], [-0.269028, 0.402092, 7.044611], [-2.412255, -4.064333, 4.562069], [2.116209, 4.799916, -5.518655], [6.689722, 6.806080, 0.897438], [0.036522, 2.742601, 6.307899], [5.816136, 5.140002, 2.515722], [-2.350865, -2.802294, 0.756656], [3.409824, -0.387320, -5.158940], [2.308599, 6.321910, 0.427448], [5.756745, 6.913385, -1.387611], [0.198872, 3.261976, 3.877221], [-4.474781, 3.676892, -0.008502], [5.037634, -0.974633, -0.393630], [-1.371411, 6.106627, -3.394792], [8.081019, -0.067787, 1.564786], [-3.182873, -3.725401, 2.002971], [2.995058, 3.793048, -3.465329], [6.542829, 0.708100, 1.926218], [7.025288, 0.450648, 0.245328], [2.348963, -2.632425, -5.130653], [4.470069, -2.243572, 0.709051], [-0.086844, 5.934332, -5.499285], [-1.966643, 5.213765, 2.626455], [-0.753029, 3.472443, 1.391321], [1.055960, 8.060910, 1.605673], [2.566537, 0.054248, -1.009248], [-5.131302, 0.158101, 0.863094], [3.939289, 5.397824, -2.058665], [-0.405594, -1.402866, 5.411122], [-5.561399, 0.737949, -0.762931], [-1.100169, 7.522469, 2.703966], [-2.404005, -2.393248, 5.096082]],
  "atomic_forces_ev_per_a": [[0.280, -0.599, 0.206], [-2.124, 2.474, -4.050], [-2.246, 1.764, -0.916], [-0.769, -1.763, -0.076], [2.227, 1.257, 0.358], [-0.153, -0.631, 0.614], [0.139, -0.215, 0.544], [0.659, -0.044, 0.912], [0.510, 0.076, 0.736], [0.092, -0.104, 0.082], [-0.200, 0.410, 0.126], [0.053, 0.007, 0.051], [0.782, -1.725, 1.795], [0.345, 0.049, -0.045], [-0.370, -0.021, 0.368], [-0.520, 0.116, 0.419], [0.346, 0.891, -0.896], [0.064, 0.553, -0.194], [0.392, -0.026, -0.245], [-0.556, 1.026, -0.736], [-0.035, 0.104, -0.505], [0.098, -0.082, -0.068], [-0.221, -0.179, -0.185], [-0.339, -0.320, 1.291], [-0.081, 0.110, 0.067], [-0.039, 0.062, -0.005], [0.379, -0.087, 0.191], [-0.073, 0.028, 0.111], [-0.024, -0.043, -0.022], [0.091, 0.284, 0.132], [-0.091, 0.056, 0.018], [0.124, 0.188, 0.074], [0.062, 0.208, -0.132], [-0.054, -1.308, 0.592], [0.072, 0.234, -0.172], [0.104, -0.013, 0.139], [0.122, 0.355, -0.035], [0.306, -0.640, 0.826], [0.332, 0.376, -0.183], [-0.026, -0.017, 0.122], [-0.089, -0.079, -0.463], [0.123, 0.240, -0.127], [-0.269, 0.348, 0.023], [0.006, 0.046, 0.003], [-0.015, 0.033, -0.051], [-0.038, -0.170, -0.009], [0.055, -0.147, -0.336], [-0.308, -0.777, 0.090], [-0.012, -1.146, -0.469], [0.165, -0.070, 0.016], [-0.066, -0.148, 0.161], [-0.126, 0.253, 0.196], [0.100, 0.083, 0.067], [-0.045, -0.019, 0.061], [0.049, -0.141, 0.162], [-0.071, 0.078, 0.022], [-0.009, -0.109, -0.062], [-0.021, 0.129, 0.048], [0.663, -0.368, -0.270], [-0.052, -0.160, -0.280], [-0.130, -0.128, 0.170], [0.232, -0.704, 0.102], [0.035, 0.046, -0.212], [0.019, -0.042, -0.151], [-0.030, -0.051, -0.016], [0.016, 0.049, 0.003], [0.034, 0.002, -0.093], [-0.062, -0.008, -0.029], [0.050, -0.099, -0.044], [0.022, 0.008, 0.029], [0.069, 0.034, 0.035], [0.008, -0.015, 0.009], [0.003, -0.019, 0.052], [-0.086, 0.024, 0.133], [0.005, 0.008, 0.048], [0.010, 0.019, 0.040], [-0.007, -0.030, 0.044], [0.030, 0.109, -0.045], [0.053, -0.131, -0.007], [0.033, 0.026, -0.022], [0.051, -0.012, 0.017], [0.057, -0.008, 0.007], [0.019, -0.052, -0.130], [0.007, 0.025, -0.027], [0.040, -0.031, 0.005], [0.020, 0.031, 0.002], [0.023, 0.030, 0.003], [0.011, 0.050, -0.018], [-0.013, -0.014, -0.012], [0.009, 0.058, -0.020], [0.015, -0.009, -0.016], [0.000, 0.040, 0.019], [0.041, -0.055, 0.037], [-0.136, -0.011, 0.004], [-0.026, -0.038, -0.038], [0.015, 0.003, 0.008], [0.044, -0.068, 0.106], [-0.037, -0.022, -0.007], [-0.004, 0.050, 0.004], [0.025, 0.044, -0.004], [0.026, 0.013, -0.020], [-0.155, 0.102, -0.034], [-0.015, -0.013, -0.014], [-0.050, 0.000, -0.041], [0.093, 0.043, -0.074], [0.021, 0.013, -0.023], [-0.081, -0.049, 0.084], [0.028, 0.009, -0.030], [0.007, 0.018, 0.002], [-0.067, 0.018, 0.027], [0.043, 0.017, 0.003], [0.044, 0.031, 0.029], [-0.059, 0.001, 0.022]]
}